Computed, not measured: a 2-piece molecular cluster, C9H14 overall in a non-equilibrium geometry, with ωB97M-V/def2-TZVPD.

```
23
Properties=species:S:1:pos:R:3:forces:R:3:mulliken_charge:R:1
C -3.7584 -0.8521 -1.6380 -1.24 1.22 -0.74 -1.32
C -2.5984 -0.3713 -0.8220 0.76 -1.61 -0.55 0.88
C -1.4529 -1.2329 -0.7825 -0.51 1.64 -0.17 -0.63
C -0.3308 -0.8172 -0.0959 -1.36 1.28 -0.21 -0.20
C -0.2713 0.4527 0.4619 -1.19 2.65 1.58 -0.11
C -1.4009 1.3096 0.4434 -1.63 -0.72 -1.45 -0.66
C -2.6264 0.8589 -0.1866 2.14 -1.23 1.22 -0.48
H -3.8918 -1.9007 -1.6404 0.07 -1.31 0.45 0.37
H -3.5903 -0.6570 -2.7335 -0.30 0.38 0.98 0.26
H -4.7504 -0.4271 -1.2946 1.13 -0.17 -0.59 0.33
H -1.3916 -2.1517 -1.3642 -0.38 0.10 0.28 0.31
H 0.4813 -1.4431 -0.0745 1.97 -1.36 0.25 0.46
H 0.5044 0.9138 1.1238 -0.14 -1.09 -1.12 0.21
H -1.4297 2.3660 0.7626 0.51 -0.86 0.43 0.32
H -3.6223 1.1874 0.0495 -0.04 1.19 -0.35 0.29
C 4.3389 0.6326 1.4706 -0.01 0.06 -0.17 -0.83
C 3.2847 0.0628 0.4992 -1.36 -0.44 -1.66 -0.41
H 3.7839 0.9360 2.3888 0.56 0.46 -0.77 0.27
H 5.0163 -0.1525 1.8921 -0.06 0.80 -0.90 0.26
H 4.8325 1.5055 0.9264 -0.15 -1.22 1.38 0.22
H 2.3116 0.1081 1.0608 0.84 -0.47 -1.04 -0.14
H 3.1349 0.6507 -0.4913 0.30 -0.42 1.90 0.29
H 3.4266 -0.9785 0.0443 0.08 1.15 1.25 0.31
```
Positions in Å, forces in eV/Å.

Charge   0
E_HOMO   -8.9 eV
2S+1   1
Frontier orbital gap   9.935 eV
SMILES   Cc1ccccc1.CC
E_tot   -9558.6252 eV

***

Computed, not measured: a 2-piece molecular cluster, C2H3NO2 overall in a non-equilibrium geometry, with ωB97M-V/def2-TZVPD.

```
8
Properties=species:S:1:pos:R:3:forces:R:3:mulliken_charge:R:1
C 2.2458 -0.5299 -0.1366 1.48 0.02 -0.20 0.13
C -0.7746 -0.4488 0.2344 0.13 0.06 0.21 0.21
N 0.2085 0.3165 0.3475 -0.27 0.75 0.33 -0.47
O 2.9414 0.3718 -0.1182 -0.47 -0.49 -0.02 -0.20
O -1.9759 -0.2076 -0.2911 -0.73 -0.02 -0.32 -0.47
H -0.6966 -1.4617 0.6110 -0.11 -0.15 -0.08 0.33
H 0.0986 1.2630 -0.0164 -0.20 -0.05 -0.04 0.17
H -2.0472 0.6968 -0.6307 0.16 -0.12 0.11 0.30
```
Positions in Å, forces in eV/Å.

Charge   0
E_HOMO   -10.0 eV
2S+1   1
Frontier orbital gap   10.632 eV
E_tot   -7706.5711 eV

***

Computed, not measured: C27H19F7MoN8O2 as an isolated structure, with ωB97M-V/def2-TZVPD.

```
64
Properties=species:S:1:pos:R:3:forces:R:3:mulliken_charge:R:1
Mo -0.2956 -0.2852 0.3641 -0.67 -0.18 -0.39 0.26
O -0.0355 1.9210 -2.9612 0.03 -0.05 0.03 -0.55
C -0.4877 1.7953 -1.8566 -0.06 0.11 0.17 0.09
N -1.0191 0.5846 -1.3684 0.45 -0.07 0.24 0.39
C -1.8261 -0.1036 -2.2797 -0.09 0.00 -0.01 0.15
O -2.3349 0.3579 -3.2698 0.09 -0.05 0.08 -0.63
C -2.0983 -1.5041 -1.8370 0.11 0.06 0.01 0.21
C -2.8666 -2.3691 -2.5885 -0.03 -0.02 -0.05 -0.69
C -3.0538 -3.6558 -2.1155 0.00 -0.03 0.02 -0.51
C -2.4730 -4.0183 -0.9081 -0.01 0.00 -0.08 -0.94
C -1.7220 -3.0883 -0.2173 -0.01 0.08 0.01 -0.45
N -1.5320 -1.8511 -0.6842 0.06 0.29 0.13 0.89
C -0.6516 2.9840 -0.9661 0.00 -0.19 -0.11 0.60
C -0.8952 4.1880 -1.5903 0.01 0.04 -0.09 -0.97
C -1.2128 5.3160 -0.8573 0.02 -0.06 0.06 -0.53
C -1.3395 5.1717 0.5095 -0.03 0.07 -0.04 -0.91
C -1.0799 3.9587 1.1065 -0.08 0.07 0.17 0.13
N -0.6902 2.8799 0.3861 0.11 -0.15 0.03 -0.33
H -3.2908 -2.0101 -3.5153 0.00 -0.01 0.00 0.58
H -3.6447 -4.3680 -2.6755 -0.01 0.00 0.00 0.46
H -2.5927 -5.0119 -0.5012 0.00 0.00 0.00 0.47
H -1.2584 -3.3249 0.7286 0.00 0.00 -0.01 0.43
H -0.8211 4.1966 -2.6675 -0.01 0.00 0.00 0.54
H -1.3797 6.2666 -1.3423 0.00 0.00 0.00 0.44
H -1.6282 5.9924 1.1499 0.00 0.01 -0.02 0.46
H -1.1928 3.8350 2.1669 -0.02 -0.02 -0.07 0.48
C 0.6784 0.7275 3.0270 0.05 0.01 -0.09 -1.61
N 1.2527 -0.1368 1.9802 -0.08 0.18 0.00 0.25
C 2.5319 0.4114 1.4699 0.07 0.02 -0.06 -1.00
C 1.4695 -1.5084 2.4687 0.01 0.00 -0.01 -0.75
C 1.7452 -2.3806 1.2550 0.01 0.02 -0.03 -1.38
N 0.9803 -1.7860 0.1586 -0.02 -0.10 -0.08 1.79
C 1.2860 -2.2314 -1.1401 0.08 0.03 0.08 -0.13
C 1.6930 -1.3022 -2.0965 0.01 0.12 0.09 -0.14
F 1.8539 -0.0239 -1.7155 -0.06 -0.09 -0.04 -0.39
C 1.9596 -1.6666 -3.4011 0.02 0.01 -0.01 0.26
F 2.3480 -0.7381 -4.2718 -0.01 -0.01 0.01 -0.30
C 1.8487 -2.9855 -3.7957 0.02 -0.02 -0.05 -0.60
C 1.4803 -3.9215 -2.8527 -0.02 -0.05 -0.03 0.44
F 1.3677 -5.2093 -3.1982 0.00 0.02 0.01 -0.32
C 1.2059 -3.5586 -1.5471 -0.03 -0.06 0.05 0.10
F 0.8441 -4.5068 -0.6662 0.00 0.02 -0.01 -0.44
H 1.4203 0.9653 3.7942 0.03 -0.03 -0.03 0.63
H -0.1323 0.1747 3.4941 -0.02 -0.03 0.00 0.56
H -0.6975 2.2894 3.0487 -0.03 0.01 0.03 0.59
H 3.1851 0.6496 2.3118 0.01 0.00 0.01 0.30
H 2.3650 1.3109 0.8878 -0.03 0.09 0.02 -0.09
H 3.0119 -0.3249 0.8293 -0.03 0.05 0.02 0.46
H 0.5615 -1.8300 2.9772 -0.04 -0.02 0.01 0.40
H 2.2941 -1.5340 3.1870 0.00 0.00 -0.02 0.44
H 1.4268 -3.4058 1.4597 0.00 0.01 -0.04 0.49
H 2.8092 -2.4199 1.0038 0.00 0.02 0.01 0.47
H 2.0582 -3.2771 -4.8147 0.00 0.00 0.00 0.53
N -0.2620 1.7455 1.0310 -0.21 -0.06 0.03 0.93
C 0.1667 2.0348 2.4211 0.10 0.22 -0.09 -0.06
C 1.1461 3.2004 2.4810 -0.32 -0.25 -0.14 0.41
C 1.8494 3.5985 1.3419 0.37 0.04 0.39 -0.08
N 2.4465 3.8961 0.3901 -0.20 -0.06 -0.14 -0.85
C 1.2199 3.9060 3.6911 0.29 -0.02 -0.12 -0.14
N 1.2862 4.4362 4.7205 -0.17 0.02 0.01 -0.80
F -3.1822 -0.6501 1.0531 0.17 0.07 0.05 -0.32
C -1.9960 -0.5269 1.7168 0.13 -0.07 0.19 0.77
F -2.2407 0.4225 2.6547 -0.03 -0.10 -0.06 -0.22
F -1.8593 -1.7015 2.4355 0.02 0.11 -0.02 -0.28
```
Positions in Å, forces in eV/Å.

Charge   0
E_HOMO (spin up / spin down)   -6.8 / -6.8 eV
2S+1   1
Frontier orbital gap (spin up / spin down)   5.266 / 5.269 eV
E_tot   -65198.8602 eV

***

Computed, not measured: C14H9AuN6O2S3 as an isolated structure in a non-equilibrium geometry, with ωB97M-V/def2-TZVPD.

```
35
Properties=species:S:1:pos:R:3:forces:R:3:mulliken_spin:R:1
Au 0.6652 -0.6063 -0.7379 1.25 0.21 0.63 0.58
N -1.7995 -2.8208 -3.3108 -0.33 -0.10 -0.95 0.00
C -1.6630 -1.8709 -2.3976 -0.43 -0.11 0.45 -0.01
N -0.3811 -1.8153 -2.0818 -0.87 0.83 0.31 0.06
C 0.2447 -2.7068 -2.8654 -0.77 -1.52 -1.16 -0.01
N -0.6168 -3.3779 -3.6509 1.13 1.09 0.90 0.00
C 1.7031 -2.8403 -2.7421 -0.49 -0.93 -0.16 0.03
C 2.5071 -3.6184 -3.5843 -0.44 0.06 -0.35 0.00
N 3.8269 -3.6861 -3.4583 -0.29 0.46 0.12 0.00
C 4.3532 -2.8942 -2.5185 -5.04 -0.43 -0.22 0.01
C 3.5411 -2.1877 -1.6418 0.29 2.49 3.11 -0.02
N 2.1938 -2.2027 -1.6860 1.83 0.14 -1.08 0.07
H -2.6067 -3.0141 -3.9092 0.29 -0.07 0.59 0.00
H -2.4567 -1.3004 -1.8999 0.34 -0.35 -0.59 0.00
H 2.0301 -4.1856 -4.3860 0.20 0.09 0.20 0.00
H 5.3214 -2.9309 -2.3594 4.73 0.01 0.46 0.00
H 3.9420 -1.4621 -0.7411 -0.66 -2.26 -2.50 0.04
S 3.4599 0.0148 0.9365 1.78 0.06 0.97 0.32
C 2.0560 0.3190 0.4324 -2.14 0.04 -0.83 0.70
O -4.5126 3.4084 1.3070 -0.74 1.15 -2.18 0.02
S -3.9489 2.6676 2.3403 1.90 -1.20 1.76 0.00
O -4.6464 2.5594 3.5669 -0.29 -1.02 0.28 0.01
N -3.4053 1.1696 1.4850 -1.81 0.09 -0.20 0.22
C -2.1756 1.2929 1.2385 0.96 0.83 -0.21 -0.11
S -1.4615 0.4341 -0.1147 -0.82 -0.25 0.06 1.11
C -1.4086 2.3256 1.9656 0.54 -0.78 0.10 0.01
C -0.0478 2.3460 2.2044 0.87 -0.81 -0.41 -0.03
C 0.4133 3.1040 3.2619 -0.92 0.57 0.33 0.01
C -0.4866 3.7930 4.0833 0.35 -0.56 -0.60 -0.02
C -1.8501 3.7942 3.8201 -0.11 -0.17 0.26 0.01
C -2.2730 3.0441 2.7369 -0.23 1.25 0.60 -0.01
H 0.6613 1.6660 1.6850 -0.65 0.68 0.15 0.02
H 1.4434 3.1469 3.5355 0.58 -0.21 -0.06 0.00
H -0.0615 4.2031 4.9700 -0.13 0.64 0.50 0.00
H -2.5608 4.2317 4.5166 0.10 0.08 -0.26 0.00
```
Positions in Å, forces in eV/Å.

Charge   +1
E_HOMO (spin up / spin down)   -9.7 / -12.6 eV
2S+1   4
Frontier orbital gap (spin up / spin down)   5.688 / 5.422 eV
<S²>   3.78
E_tot   -63883.9761 eV

***

Computed, not measured: an isolated molecule of C4H9N3 in a non-equilibrium geometry, with ωB97M-V/def2-TZVPD.

```
16
Properties=species:S:1:pos:R:3:forces:R:3:mulliken_charge:R:1
H -3.3047 0.7726 -1.4715 0.82 0.53 0.21 0.25
N -2.5632 0.2147 -1.0024 0.65 -1.37 1.05 -0.40
N -1.7691 0.8898 -0.3510 -0.12 0.31 1.15 -0.21
C -0.6289 0.1445 0.5503 -2.81 0.56 -4.49 0.55
N -1.0585 -0.4495 1.7008 -0.47 0.43 0.69 -0.48
C 0.4890 0.0788 -0.1248 3.88 -1.07 3.51 0.36
C 1.7570 -0.4279 0.8995 -1.78 0.71 -2.31 -1.27
C 0.8770 0.4475 -1.5094 -0.53 0.30 -0.08 -1.24
H -0.7933 -1.4221 1.7870 -0.20 0.15 0.01 0.21
H -2.0482 -0.2705 1.8450 0.32 -0.34 0.23 0.26
H 1.7152 0.0621 1.8729 -0.24 -0.03 -0.16 0.38
H 1.7078 -1.5118 1.0129 0.17 0.03 0.04 0.29
H 2.6783 -0.1403 0.3893 0.03 -0.19 0.14 0.36
H -0.0021 0.7236 -2.1046 0.32 -0.01 0.06 0.35
H 1.5780 1.2874 -1.4936 -0.02 -0.07 -0.11 0.29
H 1.3660 -0.3988 -2.0007 -0.02 0.07 0.05 0.31
```
Positions in Å, forces in eV/Å.

Charge   0
E_HOMO   -8.3 eV
2S+1   1
Frontier orbital gap   9.186 eV
SMILES   [H]/N=N/C(N)=C(C)C
E_tot   -8761.1342 eV

***

Computed, not measured: a 2-piece molecular cluster, C2H6O2S2 overall in a non-equilibrium geometry, with ωB97M-V/def2-TZVPD.

```
12
Properties=species:S:1:pos:R:3:forces:R:3:mulliken_charge:R:1
C -0.5186 1.4408 0.3511 -0.50 2.02 0.36 -0.74
C -1.1691 0.0949 0.4677 0.58 0.11 -2.51 0.53
S -1.6025 -0.7750 1.7449 -0.17 -0.13 0.13 -0.40
O -1.2426 -0.3562 -0.8659 0.47 1.68 1.70 -0.10
O -1.6879 -1.6511 -1.0287 -0.09 -0.51 -0.76 -0.27
H 0.5771 1.3444 0.3922 -0.35 -0.09 0.66 0.16
H -0.9340 2.2531 1.0942 0.96 -1.90 -1.31 0.27
H -0.6265 1.8334 -0.6826 -0.43 -0.26 0.59 0.29
H -1.9232 -1.8533 -0.1219 -0.48 -0.86 1.14 0.27
S 2.4447 -0.7357 -0.0925 -0.20 -0.09 0.07 -0.28
H 3.7321 -0.5175 -0.0050 0.97 0.60 1.26 0.14
H 2.9505 -1.0778 -1.2535 -0.76 -0.56 -1.33 0.13
```
Positions in Å, forces in eV/Å.

Charge   0
E_HOMO   -9.8 eV
2S+1   1
Frontier orbital gap   9.916 eV
SMILES   CC(=S)OO.S
E_tot   -27933.1442 eV